16
Properties=species:S:1:pos:R:3:lowdin_charge:R:1 method="wB97M-V/def2-TZVPD" homo_energy_ha=-0.3227 homo_lumo_gap_ev=9.7770 smiles="C=CC(=C)CC" e_tot_ev=-6381.87915 de_lowest_kcal_mol=45.7
C -1.584 -1.288 0.257 -0.01
C -0.287 -1.373 -0.036 -0.15
C 0.778 -0.312 0.214 -0.37
C 2.069 -0.686 -0.114 0.07
C 0.298 0.947 0.661 -0.24
C -0.641 1.534 -0.400 -0.09
H -2.371 -1.976 -0.242 0.10
H -1.901 -0.397 0.705 0.02
H 0.053 -2.095 -0.766 0.09
H 2.205 -1.724 -0.401 0.05
H 2.959 -0.004 -0.054 0.07
H 1.236 1.527 0.757 0.12
H -0.171 0.670 1.670 0.15
H -1.086 2.478 -0.227 0.06
H -1.408 0.823 -0.736 0.06
H -0.150 1.877 -1.290 0.07

37
Properties=species:S:1:pos:R:3:lowdin_charge:R:1 method="wB97M-V/def2-TZVPD" homo_energy_ha=-0.3229 homo_lumo_gap_ev=9.3242 smiles=Clc1ccccc1OB(Oc1ccccc1Cl)Oc1ccccc1Cl e_tot_ev=-63248.33390
Cl -0.771 4.074 -0.178 0.74
C -1.219 3.038 -1.480 -0.57
C -1.634 3.524 -2.682 -0.11
C -2.236 2.641 -3.552 -0.06
C -2.284 1.266 -3.251 -0.07
C -1.830 0.822 -2.086 -0.06
C -1.290 1.658 -1.161 -0.23
O -0.693 1.337 0.031 0.14
B -0.179 0.068 0.095 -0.64
O -0.540 -0.882 -0.882 0.12
C -0.296 -2.208 -0.850 -0.23
C 0.782 -2.697 -0.068 -0.01
C 0.899 -3.997 0.093 -0.09
C 0.096 -4.940 -0.601 -0.06
C -0.882 -4.432 -1.403 -0.13
C -1.037 -3.099 -1.623 -0.56
Cl -2.143 -2.473 -2.813 0.75
O 0.693 -0.287 1.093 0.13
C 1.279 0.509 2.167 -0.19
C 0.562 1.577 2.574 0.01
C 1.053 2.323 3.684 -0.06
C 2.340 2.164 4.118 -0.08
C 3.124 1.066 3.691 -0.09
C 2.581 0.323 2.662 -0.57
Cl 3.556 -0.977 2.046 0.72
H -1.582 4.535 -2.759 0.07
H -2.471 3.079 -4.530 0.11
H -2.761 0.623 -4.035 0.13
H -1.811 -0.198 -1.950 0.03
H 1.337 -1.901 0.471 0.10
H 1.767 -4.322 0.660 0.11
H 0.197 -5.992 -0.405 0.10
H -1.691 -4.998 -1.839 0.11
H -0.433 1.619 2.144 0.12
H 0.595 3.268 3.912 0.10
H 2.754 2.822 4.896 0.11
H 4.168 1.066 3.811 0.09

114
Properties=species:S:1:pos:R:3:lowdin_charge:R:1 method="wB97M-V/def2-TZVPD" charge=-1 homo_energy_ha=-0.1918 homo_lumo_gap_ev=7.3323 e_tot_ev=-155677.83540 de_lowest_kcal_mol=0.9
Ba 0.193 1.389 1.783 1.79
C -4.749 -4.510 0.256 -0.07
C -3.761 -3.382 0.385 -0.28
C -3.452 -2.822 1.611 0.00
C -2.515 -1.789 1.756 -0.06
C -2.263 -1.181 3.069 -0.29
O -1.264 -0.535 3.397 -0.04
C -3.330 -1.321 4.126 -0.15
C -4.682 -1.148 3.845 -0.05
C -5.619 -1.208 4.867 -0.08
C -5.214 -1.462 6.167 -0.10
C -3.866 -1.637 6.453 -0.08
C -2.927 -1.552 5.440 -0.02
C -1.804 -1.324 0.590 -0.35
O -0.900 -0.484 0.700 -0.36
C -2.190 -1.850 -0.704 -0.07
C -3.141 -2.855 -0.754 0.01
C -1.606 -1.269 -1.933 -0.21
N -0.563 -0.532 -1.877 0.10
C -0.110 0.261 -2.998 -0.29
C -0.759 1.646 -2.961 -0.44
Te -0.754 2.770 -1.115 1.40
C -2.723 2.228 -0.448 -0.47
C -3.713 2.057 -1.414 -0.16
C -5.009 1.695 -1.075 -0.11
C -5.356 1.520 0.253 -0.10
C -4.393 1.725 1.228 -0.09
C -3.089 2.070 0.895 -0.14
C -2.336 -1.558 -3.215 -0.19
C -1.744 -2.364 -4.184 -0.04
C -2.399 -2.624 -5.379 -0.09
C -3.650 -2.078 -5.620 -0.10
C -4.248 -1.278 -4.656 -0.08
C -3.598 -1.025 -3.456 -0.03
H -5.146 -4.797 1.231 0.07
H -4.296 -5.400 -0.188 0.07
H -5.599 -4.235 -0.374 0.07
H -3.938 -3.217 2.496 0.12
H -4.993 -0.951 2.827 0.11
H -6.668 -1.055 4.646 0.10
H -5.947 -1.516 6.962 0.10
H -3.549 -1.827 7.471 0.10
H -1.870 -1.653 5.647 0.12
H -3.418 -3.264 -1.721 0.12
H -0.337 -0.178 -3.979 0.10
H 0.975 0.364 -2.913 0.09
H -1.805 1.547 -3.254 0.02
H -0.276 2.312 -3.677 0.04
H -3.488 2.225 -2.460 0.08
H -5.747 1.569 -1.860 0.10
H -6.367 1.242 0.525 0.10
H -4.645 1.622 2.277 0.10
H -2.423 2.239 1.737 0.05
H -0.763 -2.784 -3.995 0.12
H -1.928 -3.255 -6.124 0.10
H -4.160 -2.276 -6.554 0.10
H -5.227 -0.850 -4.835 0.10
H -4.069 -0.416 -2.694 0.10
C 1.540 5.096 -2.326 -0.11
C 2.834 4.984 -1.535 -0.38
C 3.078 6.267 -0.745 -0.06
C 2.809 3.786 -0.578 -0.29
C 4.153 3.527 0.111 -0.05
O 4.644 2.301 -0.511 0.01
C 3.597 1.824 -1.215 -0.39
N 2.542 2.520 -1.305 0.16
C 3.812 0.513 -1.881 -0.16
C 4.366 0.507 -3.156 -0.02
C 4.494 -0.681 -3.856 -0.08
C 4.068 -1.868 -3.281 -0.08
C 3.546 -1.873 -1.996 -0.07
C 3.433 -0.690 -1.271 -0.31
P 2.798 -0.600 0.437 1.10
C 2.358 -2.330 0.806 -0.36
C 3.133 -3.202 1.565 -0.08
C 2.695 -4.500 1.798 -0.09
C 1.490 -4.938 1.271 -0.09
C 0.717 -4.078 0.502 -0.07
C 1.149 -2.781 0.270 -0.10
C 4.336 -0.395 1.399 -0.38
C 4.207 0.021 2.720 -0.09
C 5.329 0.201 3.518 -0.07
C 6.594 -0.023 2.997 -0.09
C 6.733 -0.428 1.676 -0.08
C 5.613 -0.614 0.883 -0.08
H 1.594 5.928 -3.032 0.08
H 0.697 5.277 -1.656 0.04
H 1.331 4.184 -2.886 0.04
H 3.666 4.825 -2.238 0.14
H 2.341 6.360 0.058 0.07
H 2.987 7.140 -1.396 0.07
H 4.071 6.299 -0.292 0.07
H 2.025 3.939 0.163 0.09
H 4.050 3.348 1.180 0.12
H 4.901 4.295 -0.079 0.12
H 4.663 1.448 -3.602 0.12
H 4.911 -0.677 -4.856 0.10
H 4.151 -2.800 -3.827 0.10
H 3.239 -2.807 -1.545 0.10
H 4.073 -2.869 1.986 0.10
H 3.301 -5.169 2.398 0.10
H 1.151 -5.948 1.464 0.10
H -0.233 -4.400 0.093 0.10
H 0.551 -2.100 -0.326 0.07
H 3.233 0.242 3.142 0.10
H 5.206 0.539 4.539 0.11
H 7.471 0.134 3.613 0.10
H 7.718 -0.593 1.257 0.10
H 5.734 -0.923 -0.148 0.11
O -0.482 3.796 1.812 -0.80
Se 0.875 4.228 2.737 0.67
O 0.404 4.259 4.276 -0.49
O 1.967 2.939 2.560 -0.77
O 1.553 5.537 2.084 -0.48

43
Properties=species:S:1:pos:R:3:lowdin_charge:R:1 method="wB97M-V/def2-TZVPD" charge=-1 homo_energy_ha=-0.2492 homo_lumo_gap_ev=9.5137 e_tot_ev=-40365.04155 de_lowest_kcal_mol=0.0
Cl 0.065 0.349 -0.341 -0.01
C 1.488 2.897 -2.969 -0.19
O 0.466 1.929 -3.078 -0.18
H 2.388 2.597 -2.422 0.07
H 1.763 3.161 -3.992 0.07
H 1.140 3.813 -2.472 0.07
H 0.383 1.519 -2.197 -0.09
C 2.375 -0.800 -3.481 -0.17
O 2.685 -0.539 -2.127 -0.17
H 2.650 -1.835 -3.707 0.07
H 1.324 -0.638 -3.703 0.08
H 3.037 -0.199 -4.117 0.07
H 2.012 0.019 -1.719 -0.05
C 2.165 -3.654 0.337 -0.19
O 1.152 -3.089 -0.446 -0.13
H 1.863 -3.958 1.346 0.06
H 2.588 -4.538 -0.152 0.07
H 3.003 -2.956 0.451 0.08
H 1.354 -2.167 -0.637 0.01
C 1.095 3.018 2.632 -0.69
O 1.278 4.091 3.182 0.00
N 1.554 2.715 1.383 0.13
N 0.442 1.955 3.224 0.14
H 1.286 1.855 0.920 -0.05
H 1.804 3.501 0.810 0.09
H 0.246 2.024 4.201 0.09
H 0.113 1.223 2.618 0.06
C -1.863 -2.618 2.610 -0.69
O -3.037 -2.493 2.281 0.01
N -0.828 -2.110 1.904 0.16
N -1.510 -3.446 3.649 0.13
H -0.990 -1.420 1.186 0.01
H 0.127 -2.263 2.170 0.08
H -2.188 -3.953 4.183 0.09
H -0.556 -3.678 3.858 0.08
C -4.373 1.368 -0.487 -0.68
O -5.496 1.699 -0.147 0.00
N -3.285 1.226 0.345 0.15
N -4.041 1.099 -1.797 0.14
H -2.589 0.630 -0.083 0.01
H -3.291 1.344 1.337 0.10
H -4.724 1.308 -2.497 0.09
H -3.074 1.016 -2.059 0.09

| no. | E_LUMO (Eh) |
| --- | --- |
| 1 | 0.03663 |
| 2 | 0.01981 |
| 3 | 0.07763 |
| 4 | 0.10047 |